(1)
11
Properties=species:S:1:pos:R:3:forces:R:3:mulliken_charge:R:1 method="wB97M-V/def2-TZVPD" multiplicity=1 de_lowest_kj_mol=343.5 homo_energy_ev=-9.57 fmax_ev_per_a=1.0
O -0.81886 0.80767 -0.77610 -0.3 -0.1 0.1 -0.31
C -1.59465 -1.43130 -0.55766 -0.5 -0.4 -0.2 -0.04
C -2.18436 -2.51866 -0.83478 0.3 0.7 0.2 -0.68
C 0.54615 -0.53976 0.46620 0.0 -0.2 -0.2 -0.34
C 0.99001 0.88565 0.58917 -0.1 0.1 -0.3 -0.34
C 0.19654 1.58405 -0.21370 0.2 0.1 0.2 -0.26
H 0.63873 -1.21664 1.31471 -0.3 0.1 -0.1 0.41
H 1.00408 -1.03361 -0.41263 0.9 0.0 0.4 0.21
H 1.78425 1.27699 1.21310 0.0 -0.2 -0.3 0.38
C -0.75147 -0.43139 -0.25792 0.0 0.0 -0.1 0.54
H 0.18958 2.61701 -0.53037 -0.1 -0.1 0.2 0.42

***

(2)
11
Properties=species:S:1:pos:R:3:forces:R:3:mulliken_charge:R:1 method="wB97M-V/def2-TZVPD" multiplicity=1 de_lowest_kj_mol=417.4 homo_energy_ev=-10.70 fmax_ev_per_a=0.8
H -2.67918 -0.51969 -0.70543 -0.1 0.1 -0.1 0.40
C 1.86408 -0.14939 0.45008 0.6 -0.1 0.1 -0.46
C -0.54440 -0.39051 -0.47285 0.3 -0.6 -0.2 0.55
C -0.34652 -1.47903 -1.17689 0.0 0.6 0.5 -0.27
H -2.11593 0.58222 0.57455 0.0 -0.1 0.0 0.31
C -1.92843 0.21830 -0.43404 -0.2 -0.1 -0.1 -1.16
H -1.97037 1.07504 -1.10593 0.0 -0.1 0.0 0.28
C 3.03038 -0.38888 0.65089 -0.6 0.2 -0.1 0.18
H 4.07377 -0.54058 0.86476 -0.4 -0.1 -0.2 0.40
C 0.47877 0.30928 0.35584 0.1 0.5 0.5 0.28
O 0.13782 1.28325 0.99901 0.3 -0.4 -0.3 -0.51

***

(3)
11
Properties=species:S:1:pos:R:3:forces:R:3:mulliken_charge:R:1 method="wB97M-V/def2-TZVPD" multiplicity=1 de_lowest_kj_mol=398.6 homo_energy_ev=-10.46 fmax_ev_per_a=0.7
C -0.16727 0.69378 1.58213 0.2 -0.2 0.3 0.01
H -1.74443 2.17502 2.13672 0.1 0.1 -0.1 0.34
O 0.19618 0.39667 2.69665 -0.2 0.1 -0.5 -0.48
C -1.03453 1.90382 1.35455 0.1 0.4 -0.5 -0.28
H 1.81598 -1.51927 -1.94194 -0.1 0.0 0.0 0.29
H 0.48630 -2.61790 -1.54000 0.0 0.2 0.0 0.30
C 0.42302 -0.75147 -0.56600 -0.1 0.3 0.4 1.25
H 0.19688 -1.23312 -2.61532 0.1 0.0 0.1 0.31
C 0.74363 -1.57125 -1.73034 0.0 0.0 0.0 -1.26
C 0.16974 -0.07616 0.40224 0.2 -0.3 -0.4 -0.31
C -0.85746 2.70569 0.33923 -0.2 -0.4 0.5 -0.16

***

(4)
11
Properties=species:S:1:pos:R:3:forces:R:3:mulliken_charge:R:1 method="wB97M-V/def2-TZVPD" multiplicity=1 de_lowest_kj_mol=725.1 homo_energy_ev="-7.99 / -7.99" fmax_ev_per_a=3.5
C -0.65117 -0.98619 -0.35264 -0.7 1.8 -1.7 -0.47
H -0.75110 2.34867 -1.33220 -1.0 0.0 0.1 0.34
H -1.00346 -1.25829 -1.43075 0.5 0.7 2.3 0.27
C -0.34297 1.60644 -0.67338 2.3 0.5 0.3 -0.46
H 1.73802 0.87969 0.02879 0.0 -0.1 -0.1 0.50
C -0.66415 0.50892 0.20903 0.4 -1.5 -3.1 0.56
O -0.32328 0.46893 1.54522 0.8 -2.0 -0.2 -0.14
C 0.94720 1.35551 -0.51731 -2.0 0.0 -0.2 -0.53
C 0.09780 -1.65819 0.50005 -0.5 0.8 1.7 0.14
H 0.34902 -2.70420 0.60047 0.3 0.2 -0.2 0.45
C 0.60406 -0.56129 1.42272 -0.3 -0.5 1.1 -0.67

***

(5)
11
Properties=species:S:1:pos:R:3:forces:R:3:mulliken_charge:R:1 method="wB97M-V/def2-TZVPD" multiplicity=1 de_lowest_kj_mol=342.7 homo_energy_ev=-9.08 fmax_ev_per_a=0.8
C -0.07723 0.59157 0.39893 0.2 0.0 0.0 0.46
C -0.12618 -0.39298 1.58405 -0.3 -0.1 -0.2 -0.49
C 1.32460 0.71237 -0.02691 -0.6 0.1 0.1 -0.91
C 2.46775 0.76056 -0.36525 0.8 0.0 -0.2 0.37
C -1.43464 -1.14101 -0.13465 -0.2 -0.2 -0.1 -0.40
H -1.21820 0.41110 -1.60900 0.1 -0.1 0.2 0.37
C -0.99029 -0.01103 -0.63841 0.1 0.1 -0.2 -0.37
H 3.50233 0.78999 -0.64974 -0.4 0.0 0.1 0.41
H -2.08349 -1.92953 -0.49882 0.1 0.2 0.1 0.42
O -0.92581 -1.35326 1.17198 0.2 0.1 0.2 -0.16
H -0.43884 1.56221 0.76782 0.1 -0.1 0.0 0.31

***

(6)
13
Properties=species:S:1:pos:R:3:forces:R:3:mulliken_charge:R:1 method="wB97M-V/def2-TZVPD" multiplicity=1 de_lowest_kj_mol=216.2 homo_energy_ev=-9.76 fmax_ev_per_a=4.3
C 0.64617 -0.19397 -0.25575 -1.2 2.2 0.1 -0.09
C -0.93531 1.52393 0.20454 -0.9 0.5 -0.9 -0.73
O 3.57810 -1.35288 0.14951 0.5 -2.2 0.6 -0.40
H -1.23874 2.55554 0.20080 0.0 0.2 0.6 0.39
O 3.33264 0.98335 0.65338 0.3 1.7 1.4 -0.39
C -1.86499 0.45879 0.13468 -1.6 2.8 1.6 -0.10
H -2.39080 -1.45351 0.00001 -0.5 -1.3 -0.5 0.34
S 3.23852 -0.06002 -0.27939 -0.1 0.4 -2.1 0.71
C 0.26275 1.01988 -0.08699 2.1 -3.7 -0.3 0.41
C -0.23581 -1.27678 -0.32758 0.7 0.6 -1.7 -0.34
H 0.01708 -2.23945 -0.77211 0.0 0.0 0.8 0.38
H -2.85577 0.87214 0.57483 1.2 -1.5 -1.4 0.23
C -1.55385 -0.83701 -0.19594 -0.3 0.4 1.7 -0.39

***

(7)
13
Properties=species:S:1:pos:R:3:forces:R:3:mulliken_charge:R:1 method="wB97M-V/def2-TZVPD" multiplicity=1 de_lowest_kj_mol=625.2 homo_energy_ev="-7.56 / -7.56" fmax_ev_per_a=5.8
C -0.28009 1.76835 1.99948 -0.6 1.9 2.2 -0.02
O -1.10948 -1.51083 1.80254 4.3 2.1 -2.0 -0.49
C 1.10280 0.02856 -0.78200 -1.6 0.6 1.9 -0.17
O -2.76608 -0.63379 -1.16674 1.3 0.2 0.8 -0.41
O 0.12205 1.11847 1.14765 0.5 1.4 0.1 0.15
H 1.99100 1.89103 -0.90377 0.5 3.1 1.1 0.39
C -0.93408 -0.84113 0.51361 0.1 0.6 1.5 -0.26
H 1.06290 -0.89770 -1.30746 0.0 -0.8 0.1 0.33
C 1.90782 0.95520 -1.26162 -0.7 -2.4 0.1 -1.12
H 2.58207 0.49596 -1.88578 1.7 0.1 -2.0 0.28
C -1.89977 -0.66434 -0.36592 -1.6 -0.8 -0.6 0.55
H -1.95221 -1.81723 1.85898 -3.9 -1.4 0.3 0.29
C 0.17306 0.10745 0.35104 0.1 -4.6 -3.5 0.48

***

(8)
15
Properties=species:S:1:pos:R:3:forces:R:3:mulliken_charge:R:1 method="wB97M-V/def2-TZVPD" multiplicity=1 smiles="C#C[C@@H]1C=C=CS[S@](=O)(=S)S1" homo_energy_ev=-8.64 fmax_ev_per_a=1.9
O -2.68529 1.53620 0.41494 -0.6 0.2 0.5 -0.62
C 1.13802 0.05467 0.62620 -0.4 0.0 0.7 0.09
C 2.05968 2.41325 -0.09504 0.1 -0.7 0.3 0.15
S -2.74602 -1.25707 -0.13867 0.7 0.4 0.2 -0.09
S -1.69323 0.58503 0.01341 -0.1 0.5 -0.9 0.81
C -1.27775 -2.29015 -0.02473 -0.7 -0.1 -0.5 -0.56
C 1.69244 1.31996 0.22552 0.4 0.7 -0.1 -0.60
S -0.73580 1.01550 -1.61074 -1.1 0.4 0.2 -0.21
C -0.12722 -1.78572 -0.32622 0.6 -0.2 0.1 0.12
H 1.30482 -0.74666 -1.43720 0.0 0.1 -0.2 0.46
S -0.37775 0.36928 1.66527 0.0 -0.1 -0.5 -0.06
H 2.40476 3.36324 -0.37297 0.2 0.6 -0.2 0.43
H 1.81249 -0.47344 1.30887 0.0 0.0 -0.2 0.45
H -1.49159 -3.29535 0.28462 0.1 -0.2 0.3 0.39
C 0.72242 -0.80875 -0.53326 0.9 -1.6 0.4 -0.77

***

(9)
11
Properties=species:S:1:pos:R:3:forces:R:3:mulliken_charge:R:1 method="wB97M-V/def2-TZVPD" multiplicity=1 de_lowest_kj_mol=102.1 smiles=C#C[C@H]1S[C@@H]1C#C homo_energy_ev=-9.34 fmax_ev_per_a=2.6
C -2.96013 -0.97952 0.12166 -2.4 -0.9 0.5 0.41
H 3.91868 -1.32958 -0.38734 0.8 -0.3 -0.2 0.45
H -3.97068 -1.32289 0.35168 1.0 0.3 -0.2 0.41
C -0.53788 -0.13684 -0.50504 -0.8 -0.2 0.6 -0.36
H 0.20644 -0.40505 1.54675 0.4 0.2 -0.9 0.39
S -0.00173 1.50969 -0.00170 0.0 0.1 0.1 -0.13
C 0.54298 -0.14230 0.51881 0.1 -0.3 0.9 -0.31
H -0.21843 -0.38275 -1.48378 0.2 -0.3 -0.8 0.44
C 2.97009 -0.98155 -0.12924 -0.8 0.2 0.1 0.35
C 1.86981 -0.60092 0.14910 -0.4 0.2 0.2 -0.81
C -1.86959 -0.61132 -0.15530 1.9 0.8 -0.4 -0.84

***

(10)
82
Properties=species:S:1:pos:R:3:forces:R:3:mulliken_charge:R:1 method="wB97M-V/def2-TZVPD" multiplicity=1 de_lowest_kj_mol=256.3 homo_energy_ev=-12.65 charge=+1 fmax_ev_per_a=12.7
H -1.80436 -0.74422 0.47316 0.7 2.5 -1.3 0.23
H 0.30843 1.61816 -3.04013 0.3 1.0 0.1 0.26
O 2.55656 5.24145 5.47464 0.1 -0.8 0.3 -0.62
H -2.29719 2.52031 -1.36189 -0.8 4.0 3.1 0.25
H 0.55090 0.59965 3.95264 0.8 2.1 -2.9 0.39
C -0.71481 0.74286 1.31001 -0.4 3.4 2.8 -0.65
O 0.59238 2.48363 2.33353 -1.4 -2.4 -0.4 -0.04
O -2.44269 1.68079 -1.67197 -0.6 -3.1 -0.4 -0.67
H 2.27545 3.46921 1.60767 0.1 -1.1 -0.4 0.13
H -0.09313 -7.54314 -2.87160 2.2 2.2 1.2 0.31
H 0.03954 0.98783 5.43506 0.5 0.1 -1.1 0.30
O 0.33359 0.33020 4.78697 -1.2 -2.1 4.0 -0.65
O 2.59935 -5.26590 -3.94070 -1.8 -1.4 0.9 -0.64
H 2.42706 6.04535 5.00959 -0.9 1.3 -0.8 0.31
H 0.89927 -3.20753 -3.97523 -1.6 -0.2 1.6 0.19
H -0.19482 -3.49408 1.59689 0.5 -0.7 -0.3 0.30
H 1.30425 5.86687 0.10435 -6.5 -0.4 3.8 0.25
H 0.49334 3.12566 -2.47817 -0.8 0.9 -0.4 0.31
H 1.50079 -7.09805 -2.60442 -2.9 0.2 0.1 0.34
C 0.26826 1.96530 1.04418 -1.5 -0.6 -0.9 0.04
H 3.49006 0.46512 1.79841 0.3 1.8 0.0 0.24
H 1.13843 1.64115 0.41485 -0.3 0.2 1.0 0.47
H 2.53629 -5.63231 -2.97574 -0.3 1.2 -3.0 0.26
H -2.88558 -3.81997 -0.41503 1.8 -2.1 -0.3 0.21
H 0.49343 0.01349 -1.27398 -0.7 0.1 0.4 0.35
O 2.06575 5.80971 -0.28135 5.9 2.3 -4.6 -0.59
H -3.10751 2.34942 4.38687 0.5 1.5 -1.3 0.31
H -4.29268 -1.81110 0.64059 -0.2 -0.5 -0.1 0.22
H -2.21274 3.59970 2.31615 -1.5 -3.2 2.0 0.28
H -4.24981 1.48136 -1.59886 -1.5 1.4 0.6 0.31
H -1.58751 0.67218 -0.62921 -1.5 1.1 -0.2 0.49
O -1.88286 4.29544 1.84312 0.0 -3.3 -6.7 -0.51
O -3.77889 -1.04843 0.88694 5.9 -5.5 -2.7 -0.45
H -0.33975 2.62641 0.35570 0.8 0.2 1.0 0.00
O -2.93954 3.52359 0.15091 -1.9 -3.8 -5.1 -0.70
H 3.50594 3.31624 -1.53632 0.7 0.4 2.5 0.33
H 3.49066 5.33786 5.62525 0.8 -0.5 0.5 0.31
H -1.83817 2.98913 4.35346 6.4 -0.1 3.4 0.25
H -1.62186 1.09322 2.02305 1.7 -0.4 -2.3 -0.05
H 3.34614 -3.54440 -3.92873 -0.6 -1.4 0.7 0.31
O -2.57434 3.05744 3.90037 -7.0 -1.9 -1.5 -0.67
O 0.84665 2.25530 -2.53484 0.6 -1.9 0.3 -0.53
O -5.25629 1.57039 -1.55169 2.6 -0.9 -0.2 -0.60
H 1.14205 4.40799 2.10743 -1.3 1.6 0.3 0.30
H -0.26580 -3.96114 -2.77545 -0.2 -2.9 1.9 0.40
O 0.39657 -5.41003 -0.21507 -0.8 0.7 -0.6 -0.61
H 3.64963 -0.90794 1.80601 2.5 -3.3 0.0 0.23
H -1.64355 4.82746 2.42041 3.8 8.3 8.2 0.22
H 2.60456 -2.12988 -1.91995 -0.5 0.1 -1.4 0.24
H -0.89470 -2.92979 -3.91883 1.3 1.0 1.4 0.28
H -5.32593 0.72507 -1.99620 -1.4 -0.5 -0.3 0.33
C 1.51802 3.47113 2.40404 0.6 1.3 -5.1 -1.06
O 3.74683 3.55185 -0.56811 -0.7 -0.4 -2.4 -0.68
H -1.13737 -2.55615 -1.01071 -0.2 -0.9 0.7 -0.09
C -0.72979 -1.71988 -1.51744 5.0 1.0 1.1 -0.35
H -4.35991 -0.49182 1.16383 -5.7 6.0 2.8 0.20
H 0.55894 -5.91546 -1.02143 0.7 -0.7 0.2 0.45
O 0.46894 -2.09764 -2.31784 -3.4 0.1 0.6 -0.01
H 1.73254 -5.42889 -4.48866 2.4 0.2 2.2 0.34
H -2.93106 -5.22017 -0.18974 -8.2 -8.4 3.7 0.22
C -0.11891 -0.61921 -0.59843 -2.1 0.7 -5.7 -1.41
H -1.88682 1.82370 -2.39292 1.3 -0.8 -3.0 0.22
H -1.68769 -3.44121 2.00421 1.5 0.8 -0.1 0.29
H 4.19253 -2.98197 -4.95037 1.5 -0.3 -1.7 0.29
H 2.65515 5.09520 -0.21630 0.5 -1.9 0.8 0.37
H 0.54205 -1.04856 -0.04351 3.7 -2.4 4.3 0.34
O -0.86129 -2.89155 1.90664 -2.0 0.0 0.1 -0.56
N -1.16923 0.08932 0.07063 -0.2 -3.9 4.0 1.03
C 0.02234 -3.09060 -3.20547 1.6 1.7 -5.3 -0.88
H -3.75981 3.84755 0.42998 -2.1 0.6 0.2 0.23
H -0.18345 0.16153 2.06005 0.0 -1.3 -0.9 0.29
H 2.88146 -2.43007 -0.54364 0.2 0.0 0.6 0.32
H -2.34842 3.97905 0.67120 2.1 1.9 0.8 0.52
O 3.16318 -1.81789 -1.22624 0.3 0.0 0.9 -0.60
H 4.06898 2.73833 -0.17233 0.1 -0.1 -0.1 0.29
O 0.52520 -6.78409 -2.49533 0.6 -3.0 -1.8 -0.70
O 3.59765 -2.71910 -4.29389 -0.9 1.9 0.9 -0.57
H -1.43515 -1.25699 -2.08178 -2.2 1.0 -2.3 0.73
O -2.34828 -4.69962 -0.44577 6.1 10.5 -3.5 -0.52
O 2.97071 -0.31315 1.81492 -3.0 1.5 0.0 -0.46
H 2.12366 3.60709 3.18010 1.5 -0.3 4.3 0.59
H -0.42182 -5.02778 -0.58856 0.1 0.2 1.1 0.18

***

(11)
14
Properties=species:S:1:pos:R:3:forces:R:3:mulliken_charge:R:1 method="wB97M-V/def2-TZVPD" multiplicity=1 de_lowest_kj_mol=61.7 smiles=FB(F)c1ccccc1 homo_energy_ev=-9.59 fmax_ev_per_a=3.8
C 1.61446 -0.57281 -0.25907 0.3 -1.9 -1.4 -0.27
C 0.35794 -1.07666 -0.67058 1.6 -1.7 0.6 -0.64
H 2.48650 -1.13012 -0.57579 0.1 -0.1 -0.1 0.32
H 2.83248 0.83872 0.81990 -1.0 -0.2 -0.5 0.32
H 0.31621 -2.08360 -1.12608 0.1 0.9 -0.2 0.29
F -3.24735 -0.26510 0.36924 -0.6 0.1 0.1 -0.23
C 1.81090 0.53205 0.49330 0.3 0.8 1.5 -0.38
F -2.61114 -0.72753 -1.83855 -0.4 0.2 1.9 -0.32
B -2.32043 -0.53195 -0.49995 2.2 -1.1 -2.9 0.55
C -0.56762 0.71365 0.57124 1.3 -0.1 -0.6 -0.31
H 0.80539 2.21393 1.35626 -0.3 -0.5 0.3 0.33
H -1.39906 1.35919 0.60841 -1.0 0.6 0.9 0.32
C -0.75158 -0.47862 -0.19622 -2.5 2.4 1.4 0.55
C 0.67331 1.20887 0.94788 0.0 0.5 -1.0 -0.54

***

(12)
16
Properties=species:S:1:pos:R:3:forces:R:3:lowdin_spin:R:1 method="wB97M-V/def2-TZVPD" multiplicity=3 s_squared=2.0282 homo_energy_ev="-6.51 / -9.70" fmax_ev_per_a=8.3
Br -3.80931 -1.26407 0.84504 0.6 0.0 -0.1 0.18
C 0.63249 -1.09833 -1.57706 -1.8 0.8 -1.5 0.22
H -0.32951 -0.46886 -1.62006 1.7 -1.0 0.5 0.02
C 1.09494 -1.63162 -0.43426 -0.2 0.3 -1.2 0.02
C -0.66569 -0.84098 1.22642 -3.9 4.3 -2.1 0.11
C 0.40930 -1.47888 0.81413 3.3 -2.6 0.5 0.20
H -1.19057 -1.01988 2.15839 0.2 -0.8 -0.1 0.01
C -2.64724 -0.03408 0.07858 -8.2 0.5 -1.0 0.43
C -1.38935 0.13300 0.36400 7.8 -0.2 3.0 0.40
Cl 2.48945 -2.75022 -0.66458 -1.1 0.8 0.9 0.00
O -4.50436 0.85266 -0.86780 -3.6 0.0 -0.9 0.14
H -1.01599 1.08374 -0.04056 0.6 -0.8 -0.1 0.01
H 0.97941 -1.36868 -2.58937 0.3 0.2 0.9 0.01
N -3.37141 1.03806 -0.59859 3.6 -0.9 0.6 0.11
O -2.67681 2.00725 -0.96692 0.0 0.0 0.2 0.13
H 0.69638 -2.21495 1.52644 0.8 -0.5 0.6 0.01

***

(13)
14
Properties=species:S:1:pos:R:3:forces:R:3:mulliken_charge:R:1 method="wB97M-V/def2-TZVPD" multiplicity=1 de_lowest_kj_mol=310.8 homo_energy_ev="-8.86 / -8.83" fmax_ev_per_a=3.5
H 2.13752 0.12468 0.02600 0.2 -0.1 -0.2 0.36
C -1.03512 0.12660 1.14151 -1.3 -1.0 -1.7 -0.21
C 0.35232 0.18055 1.14401 0.2 -0.9 0.2 -0.58
H -1.43139 -0.03100 -2.32149 0.0 -0.5 1.4 0.26
C 1.06468 0.06693 -0.03259 -0.6 0.8 -1.0 -0.37
N -3.10725 -0.36522 -0.11214 -0.1 -0.5 -1.6 -0.49
H -1.63679 -0.06231 2.00229 0.0 0.4 0.9 0.45
F -3.93734 -0.56430 2.52906 -0.3 0.6 -0.5 -0.52
C -1.75586 -0.08917 -0.07036 2.5 0.9 -0.1 0.50
Br -4.22539 0.47800 0.82016 0.6 -0.4 1.4 0.49
C -0.96397 -0.10760 -1.29984 -3.0 0.6 -0.3 -0.17
H 0.87754 0.09692 2.10133 -0.2 0.4 -0.4 0.32
H 0.83887 0.12202 -2.21122 1.3 0.0 -1.5 0.44
C 0.37345 0.03043 -1.29329 0.7 -0.1 3.4 -0.46

***

(14)
16
Properties=species:S:1:pos:R:3:forces:R:3:mulliken_charge:R:1 method="wB97M-V/def2-TZVPD" multiplicity=1 de_lowest_kj_mol=0.0 smiles="Br[C@@]1(c2nccs2)N=CCS1" homo_energy_ev=-8.98 fmax_ev_per_a=3.9
S -0.57273 1.42276 1.40918 0.1 0.0 -0.2 -0.12
Br -2.83819 0.00843 -0.22802 0.2 0.1 -0.1 -0.07
C -0.22666 -0.99560 0.13180 0.9 -0.5 -0.5 0.15
H -0.78747 3.60777 0.37386 0.0 0.0 -0.1 0.32
S 1.35468 -1.17328 -0.59452 -0.6 -0.3 0.4 -0.06
C -0.94346 0.27543 0.06538 0.7 2.7 -2.6 0.56
C 0.03991 2.25363 -1.05435 0.2 0.7 0.5 -0.06
C 0.19985 -3.08199 0.61929 0.7 -0.2 -0.2 -0.51
H 0.44584 2.90276 -1.82161 0.1 0.1 -0.2 0.42
N -0.67311 -2.05618 0.70415 -0.7 0.3 0.3 -0.47
H 0.90422 3.18479 0.68578 0.0 0.0 -0.1 0.35
H -0.06796 -4.02404 1.06231 0.1 -0.2 0.0 0.40
C 1.35379 -2.80008 -0.04485 0.0 0.2 0.0 -0.23
H 2.18799 -3.44261 -0.24317 0.1 -0.2 0.0 0.42
N -0.32440 1.11600 -1.39341 -1.5 -2.7 2.3 -0.60
C -0.05231 2.80221 0.32820 -0.3 -0.2 0.5 -0.50

***

(15)
15
Properties=species:S:1:pos:R:3:forces:R:3:mulliken_charge:R:1 method="wB97M-V/def2-TZVPD" multiplicity=1 de_lowest_kj_mol=130.7 homo_energy_ev=-4.70 charge=-1 fmax_ev_per_a=2.6
H 2.33800 -0.43347 -2.31227 -0.3 1.0 1.2 0.20
O -3.42928 0.62516 0.25124 0.0 0.2 -0.1 -0.71
H 1.38812 -2.01185 -1.29030 -0.7 -0.8 0.3 0.24
C -1.20425 0.74123 1.20921 0.0 -1.0 -1.5 0.30
H 1.21966 1.28762 -0.30549 -0.1 0.6 0.8 0.49
C 0.03431 0.23641 1.13334 -1.5 -1.3 -1.0 -1.10
Br -1.64444 2.19523 2.28304 -0.1 0.5 0.4 -0.17
N 1.89844 1.18290 -1.03716 -0.1 0.1 -1.0 -0.88
H 0.78250 0.80437 1.62542 1.1 -0.2 0.5 0.58
C 1.15251 -1.12680 -0.72404 -1.3 -0.7 1.2 -0.46
C 0.23159 -1.05356 0.29341 1.4 2.2 -0.4 0.04
C -2.28919 0.16524 0.21024 -0.3 0.7 1.5 0.57
O -1.79476 -0.74610 -0.46486 -0.5 -0.5 -1.1 -0.61
H -0.48372 -1.82463 0.49573 0.6 -0.7 0.5 0.39
C 1.80052 -0.04178 -1.36751 1.9 0.0 -1.5 0.12